No. 1
The following is a quantum chemistry calculation of a cluster of 2 separate species, C34H35N2 in total, from OMol25.

Maximum force ... 1.85 eV/Å
ΔE to the lowest compared entry with this formula, charge and spin ... 13.0 kcal/mol
Multiplicity ... 1
Orbital gap ... 5.20 eV
Charge ... +1
Lowest unoccupied orbital energy ... -0.185 hartree

XYZ file:
```
71
Properties=species:S:1:pos:R:3:forces:R:3
C -0.343048 6.461037 1.913212 1.04 0.49 -0.26
C -0.905724 5.119553 2.113476 -1.67 -0.64 -0.44
N -2.193865 4.977200 2.516430 1.37 0.64 -0.21
C -3.141223 6.086511 2.628214 -0.03 0.13 0.17
C -2.489670 3.638862 2.739528 0.75 -0.85 -0.61
C -1.317855 2.887490 2.446420 -0.86 -0.26 0.43
C -1.391761 1.499401 2.426363 -0.43 -0.23 0.16
C -2.618080 0.892314 2.736251 0.17 0.29 -0.14
C -3.761536 1.664510 3.003231 -0.04 0.27 0.20
C -3.714929 3.065908 3.007237 0.08 -0.50 0.15
C -0.293710 3.813222 1.996676 0.29 0.18 -0.24
C 0.916523 3.470515 1.362403 -0.04 1.52 0.47
C 1.821601 2.424971 1.729387 0.57 -1.12 0.02
C 1.749791 1.727799 2.976169 -0.06 -0.23 -0.43
C 2.535610 0.597314 3.213229 -0.22 0.41 -0.07
C 3.403459 0.117001 2.221982 -0.10 0.43 -0.11
C 3.594901 0.856208 1.043994 0.00 -0.01 0.12
C 2.859579 2.018578 0.831185 -0.63 -0.04 -0.29
H 0.740043 6.296070 1.766041 -0.46 0.59 0.07
H -0.746622 7.004098 1.033146 0.09 -0.48 0.39
H -0.506392 7.122079 2.790493 0.19 -0.48 -0.42
H -4.135635 5.697997 2.880242 0.45 0.14 -0.07
H -2.814952 6.787416 3.407710 -0.14 -0.21 -0.15
H -3.205972 6.626485 1.675432 0.04 -0.20 0.21
H -0.510624 0.915222 2.154649 -0.41 0.03 0.14
H -2.690487 -0.197238 2.760043 0.02 0.38 -0.08
H -4.710815 1.170703 3.214234 0.31 0.10 -0.04
H -4.568542 3.705712 3.223746 -0.01 -0.47 -0.11
H 1.224262 4.134140 0.517827 0.05 -0.43 0.87
H 1.033768 2.058409 3.728423 0.23 -0.06 -0.15
H 2.465498 0.082381 4.174719 -0.04 0.16 -0.38
H 3.943882 -0.818826 2.378012 -0.11 0.34 -0.03
H 4.314005 0.502036 0.292141 -0.39 0.30 0.39
H 2.996404 2.582701 -0.098263 -0.04 -0.22 0.34
C 2.696315 -5.780464 -4.157871 -0.07 0.19 0.08
C 1.315836 -5.825810 -4.404220 0.13 0.22 0.14
C 0.451055 -4.962159 -3.723533 0.27 -0.06 0.10
C 0.943110 -4.057452 -2.771829 0.04 0.12 0.02
C -0.017060 -3.086306 -2.066196 -0.18 -0.08 -0.21
C -0.381834 -1.887911 -2.945434 0.01 -0.16 -0.17
C -1.700430 -1.406993 -3.009503 0.32 0.03 0.02
C -1.999458 -0.256502 -3.745765 0.15 -0.18 0.03
C -0.996959 0.385591 -4.477587 -0.01 -0.12 0.18
C 0.307107 -0.112385 -4.452745 0.02 -0.30 0.22
C 0.612953 -1.244240 -3.685211 -0.15 0.37 -0.12
C 0.543916 -2.633949 -0.700795 0.38 -0.19 0.06
C 0.577297 -3.842079 0.281163 -0.40 -0.27 -0.36
C 0.003346 -3.328715 1.603124 0.06 0.13 0.43
C -0.740330 -2.022355 1.231190 -0.90 -0.16 0.39
N -0.225354 -1.589861 -0.047533 -0.11 0.30 0.30
C 2.320567 -4.030356 -2.525437 0.20 -0.21 -0.21
C 3.197987 -4.878064 -3.217009 -0.37 0.10 0.05
H 3.384213 -6.428890 -4.706323 -0.31 0.16 0.19
H 0.918074 -6.527611 -5.140133 0.11 0.22 0.24
H -0.623177 -4.981710 -3.921474 0.30 -0.05 0.00
H -0.960467 -3.634539 -1.846157 0.45 0.27 -0.13
H -2.493611 -1.950496 -2.485364 0.26 0.25 -0.11
H -3.020956 0.126403 -3.744322 0.27 -0.11 -0.12
H -1.236723 1.264632 -5.071832 0.06 -0.15 0.11
H 1.096852 0.369056 -5.031514 -0.26 -0.10 0.13
H 1.630548 -1.645192 -3.666453 -0.33 0.19 -0.06
H 1.555062 -2.207820 -0.798492 -0.15 -0.39 -0.37
H -0.087435 -4.635643 -0.086724 0.14 0.20 -0.18
H 1.568430 -4.316377 0.345546 -0.29 0.37 0.16
H -0.708338 -4.024528 2.081730 0.41 0.15 -0.32
H 0.821545 -3.193478 2.327291 -0.33 0.36 -0.15
H -1.847073 -2.207265 1.171763 0.70 0.01 0.19
H -0.588291 -1.244364 1.994021 -0.05 -0.21 -0.01
H -0.868559 -1.044462 -0.613961 0.23 -0.44 0.03
H 2.745375 -3.338128 -1.794330 -0.17 -0.27 -0.29
H 4.268583 -4.807355 -3.002065 -0.38 -0.15 -0.17
```
Forces are in eV/Å.

These are the Mulliken partial charges, in e, on atoms 1 to 2:
1 C -1.65
2 C 0.50

No. 2
The following is a quantum chemistry calculation of a structure of composition C34H36BCl3CrGeN6O4PS2, from OMol25.

Maximum force ... 1.37 eV/Å
ΔE to the lowest compared entry with this formula, charge and spin ... 74.7 kcal/mol
Multiplicity ... 4
Orbital gap (alpha / beta) ... 5.48 / 5.53 eV
Charge ... -2
Lowest unoccupied orbital energy (alpha / beta) ... 0.135 / 0.135 hartree

XYZ file:
```
89
Properties=species:S:1:pos:R:3:forces:R:3
Cr 0.498588 0.450604 0.309680 -1.06 -0.68 -0.54
C -0.704590 -4.567187 -4.918214 0.02 -0.09 0.05
C -1.099664 -3.868089 -3.633411 0.00 -0.11 -0.10
O -0.681408 -4.676001 -2.531541 -0.01 -0.01 -0.08
P -1.510018 -4.575011 -1.105720 0.23 0.23 -0.18
S -0.389444 -1.515387 -1.247608 0.30 0.11 -0.38
S -0.363837 -3.178067 0.001580 0.44 -0.37 -0.34
O -0.930251 -5.919514 -0.389323 0.03 -0.19 -0.04
C 0.472799 -6.253730 -0.359935 -0.10 0.11 0.03
C 1.002187 -6.208036 1.055683 0.01 -0.05 0.05
H -1.097899 -4.019725 -5.779303 0.05 -0.02 0.03
H -1.100780 -5.586277 -4.933483 0.00 0.06 -0.04
H 0.383221 -4.620054 -5.001407 -0.06 0.00 -0.01
H -2.186259 -3.718041 -3.599712 0.00 -0.02 0.07
H -0.626231 -2.890761 -3.558643 0.00 0.01 0.04
H 1.034565 -5.574699 -1.000717 -0.02 0.06 -0.01
H 0.557470 -7.261496 -0.770932 -0.04 -0.05 -0.03
H 1.026367 -5.181371 1.421549 0.00 -0.02 0.00
H 2.021453 -6.606201 1.074230 -0.05 0.04 0.04
H 0.374832 -6.807837 1.721283 0.04 0.02 -0.04
C -6.609000 0.184517 2.125750 -0.01 0.04 0.02
C -6.068501 1.417960 2.796596 -0.02 -0.06 -0.08
C -6.908229 2.323711 3.428144 -0.04 0.04 0.06
C -6.418173 3.477162 4.027285 0.00 -0.01 0.00
C -5.054768 3.727864 4.001402 -0.08 0.04 -0.01
C -4.194620 2.829836 3.392097 0.14 -0.14 -0.06
C -4.689357 1.676419 2.777972 0.14 0.06 -0.11
N -3.847045 0.730572 2.179278 0.48 0.06 -0.34
C -2.743801 0.910179 1.311285 -0.04 -0.22 0.01
N -2.559613 2.181938 0.866743 -0.53 -0.06 0.45
C -1.774673 2.626682 -0.221529 -0.46 0.16 -0.01
C -0.540679 2.077703 -0.439366 0.81 -0.09 -0.14
C 0.259933 2.783467 -1.348730 0.57 0.09 -0.22
C -0.197229 3.842717 -2.121027 -0.22 0.02 0.03
C -1.512659 4.276686 -1.942022 0.22 -0.23 0.17
C -2.315962 3.700983 -0.967456 0.04 0.11 -0.13
C -3.715681 4.226609 -0.733176 0.13 -0.14 0.08
N -2.001070 -0.064370 0.915881 0.13 0.41 0.31
C -2.445026 -1.371033 1.204127 -0.64 0.08 0.48
C -1.931376 -2.083744 2.282816 -0.28 0.06 0.23
C -2.478968 -3.308101 2.646826 -0.13 0.22 0.11
C -3.549681 -3.829981 1.934761 0.09 0.08 -0.09
C -4.021798 -3.146165 0.818602 0.02 -0.01 0.04
C -3.476376 -1.927012 0.428794 -0.05 0.19 0.07
C -3.967631 -1.189309 -0.788465 0.03 0.03 0.03
H -7.698321 0.209813 2.102025 0.00 -0.02 0.02
H -6.304202 -0.730047 2.643857 0.00 0.01 -0.02
H -6.239872 0.103921 1.100626 0.00 -0.01 0.04
H -7.974881 2.123690 3.437580 0.02 0.00 0.01
H -7.094259 4.167981 4.516042 0.00 0.00 -0.03
H -4.652061 4.617895 4.468827 0.00 -0.02 0.01
H -3.123596 2.995895 3.416062 -0.03 -0.01 -0.02
H -4.098615 -0.236840 2.304702 0.10 -0.11 -0.04
H -3.230052 2.849179 1.193030 -0.20 0.08 0.06
H 2.294227 3.043586 -1.803063 0.04 0.15 -0.01
H 0.465837 4.340432 -2.820989 -0.04 0.00 0.01
H -1.901380 5.092353 -2.543420 0.00 -0.01 0.02
H -3.984653 4.923937 -1.527004 -0.01 0.01 0.01
H -3.814892 4.766080 0.218330 0.01 -0.03 -0.03
H -4.460005 3.422997 -0.726631 0.03 0.03 0.00
H -1.099592 -1.653540 2.820833 0.05 0.02 0.08
H -2.081287 -3.842997 3.501982 0.04 0.01 -0.05
H -4.003438 -4.768729 2.231054 0.05 -0.01 -0.05
H -4.835892 -3.566150 0.235223 0.07 0.00 -0.02
H -4.614735 -1.828157 -1.391314 -0.01 0.00 0.00
H -3.112073 -0.867850 -1.390121 -0.06 -0.08 0.06
H -4.525469 -0.285177 -0.519971 -0.03 -0.01 0.00
Cl 5.028837 -2.834872 -0.033115 -0.12 -0.01 0.00
Ge 2.838634 -2.614064 -0.819060 0.07 0.04 -0.10
Cl 3.316378 -1.077236 -2.432938 0.03 0.03 0.10
Cl 2.118868 -1.186466 1.086138 0.11 -0.15 0.15
N 1.627378 2.436674 -1.347591 -0.40 -0.19 0.07
C 2.061102 1.578471 -0.359464 -0.08 0.50 -0.33
N 3.298561 1.627948 0.040692 0.36 -0.21 0.15
C 4.126074 2.549296 -0.430266 -0.08 0.04 -0.10
N 4.889240 3.356700 -0.775873 -0.06 -0.07 0.00
O -0.021022 0.433039 3.265587 -0.01 0.25 0.19
B 0.669013 1.180644 2.246185 0.22 -0.06 0.87
O 1.532557 2.071924 2.928923 -0.03 0.11 -0.15
C 1.414959 1.833642 4.261541 0.06 0.08 -0.24
C 2.096297 2.416497 5.303293 0.07 0.08 0.16
C 1.794414 1.967098 6.593711 -0.04 -0.02 -0.08
C 0.840678 0.977800 6.804307 -0.01 0.01 -0.08
C 0.152881 0.396902 5.732398 0.00 -0.01 0.13
C 0.468763 0.841634 4.468869 -0.17 -0.15 -0.13
H 2.842752 3.180369 5.121336 -0.04 -0.05 0.00
H 2.317453 2.392323 7.441584 0.00 0.00 -0.01
H 0.632956 0.642198 7.813555 -0.01 0.01 -0.02
H -0.590993 -0.375168 5.885494 0.03 0.00 -0.03
```
Forces are in eV/Å.

These are the Mulliken partial charges, in e, on atoms 1 to 2:
1 Cr -0.16
2 C -1.41

No. 3
The following is a quantum chemistry calculation of a structure of composition C34H36BrCeNO3P2, from OMol25.

Maximum force ... 4.34 eV/Å
ΔE to the lowest compared entry with this formula, charge and spin ... 152.9 kcal/mol
Multiplicity ... 2
Orbital gap (alpha / beta) ... 5.26 / 5.24 eV
Charge ... +1
Lowest unoccupied orbital energy (alpha / beta) ... -0.104 / -0.104 hartree

XYZ file:
```
78
Properties=species:S:1:pos:R:3:forces:R:3
Ce 0.113174 -0.997317 -0.026859 0.70 1.45 0.24
Br 3.530093 0.355835 1.218487 0.23 0.11 0.10
C 2.147263 1.688897 1.354518 0.17 1.10 -0.15
C 2.365490 2.844833 2.057442 0.40 -1.61 -0.49
C 1.379131 3.870342 2.261841 -0.79 1.31 -0.05
C 0.081419 3.915419 1.893685 -0.02 0.18 -0.06
C -0.749685 2.856622 1.184560 -0.96 -0.36 1.11
C -3.086477 1.762438 1.234765 1.10 1.77 -0.45
C -3.159105 0.487146 1.910473 0.76 -2.32 1.40
C -1.966196 -0.172506 2.249783 -3.83 1.92 -0.70
C -0.710633 0.286860 1.777297 1.79 0.08 -0.32
C -0.173221 1.451806 1.324693 -0.17 -0.46 -0.34
H 3.355941 2.938732 2.484159 -0.17 0.19 0.19
H 1.660172 4.829124 2.751618 0.36 -1.04 -0.19
H -0.477933 4.825636 2.181150 0.26 -0.57 -0.36
H -3.052861 1.771034 0.145304 0.33 -0.38 0.07
H -4.128194 0.047082 2.168440 0.28 -0.09 -0.10
H -2.082926 -1.126585 2.743600 0.28 -0.11 0.23
N 1.072046 1.328631 0.587501 -0.47 -0.36 1.05
P 0.407893 2.303093 -1.264781 -0.06 -1.19 -0.61
C -0.820614 3.110815 -0.304529 -0.70 1.82 -0.93
C -1.645889 4.004503 -0.971301 1.54 -1.23 0.81
C -2.920727 4.476563 -0.519454 -1.65 0.34 1.06
C -3.721022 4.139985 0.548672 0.54 0.22 -1.57
C -3.479490 3.209740 1.636124 0.34 -0.96 0.75
C -2.097028 2.705205 1.899495 -0.19 -0.72 0.01
C -0.160565 1.059098 -2.344925 -0.05 2.02 1.75
C 0.695538 0.544484 -3.354742 1.80 -1.30 -1.02
C 0.850990 -0.834250 -3.499657 -0.68 1.94 0.13
C -0.168254 -1.684975 -2.959074 0.13 -0.81 0.96
C -1.288040 -1.137505 -2.300097 0.78 2.13 -1.01
C -1.283041 0.249018 -1.949069 -0.27 -2.48 -0.98
C 1.892017 3.196804 -1.653120 -0.39 -0.31 0.63
C 1.992008 4.536160 -1.324273 0.31 0.69 -0.29
C 3.137583 5.252020 -1.679948 0.04 -0.48 0.68
C 4.250499 4.586841 -2.203393 -0.86 -0.09 0.14
C 4.159049 3.208798 -2.417059 0.69 -0.10 -0.21
C 3.006896 2.511793 -2.087436 0.51 -0.68 -0.83
H -1.285400 4.401566 -1.939041 -0.57 -0.62 0.38
H -3.396894 5.159004 -1.214341 0.01 0.05 0.02
H -4.722659 4.535342 0.521153 -0.15 0.38 0.00
H -4.131667 3.204378 2.507576 0.10 0.67 -0.16
H -1.970130 2.447432 2.971436 0.15 0.14 -0.84
H 1.328016 1.273587 -3.898801 -0.25 -0.77 0.39
H 1.731125 -1.196325 -4.034264 -0.58 -0.18 -0.19
H -0.099639 -2.761152 -3.077590 -0.08 0.07 -0.24
H -2.144364 -1.734210 -2.063407 -0.43 -0.36 0.11
H -2.129946 0.655432 -1.463191 -0.77 0.50 0.43
H 1.223426 5.006092 -0.721896 -0.21 0.15 -0.38
H 3.164297 6.303446 -1.428508 0.20 0.03 -0.07
H 5.164307 5.138921 -2.367125 0.03 -0.09 -0.29
H 4.993737 2.660662 -2.874756 -0.27 0.29 0.47
H 2.976435 1.417367 -2.192171 0.03 0.59 -0.12
C -0.749910 -7.134837 2.356742 -0.72 -0.07 -0.64
C 0.512340 -6.625146 1.759487 0.97 1.00 -0.47
O 0.274688 -5.294635 1.113581 0.28 -0.15 0.21
P 0.303543 -3.880246 1.896234 -0.26 -0.38 -0.22
O 1.345816 -2.905582 0.999017 0.98 -0.57 -0.56
C 2.106130 -3.456478 -0.141976 0.23 -1.39 -0.10
C 2.750714 -2.450479 -1.092905 -0.29 0.88 -0.09
O -0.954345 -3.151724 1.087698 0.67 0.59 0.24
C -2.278291 -3.662678 0.989021 -0.89 0.82 -0.38
C -2.335578 -4.619637 -0.174157 -0.86 0.17 -0.19
H -0.612006 -8.122159 2.779066 0.11 -0.11 0.26
H -1.537468 -7.224338 1.595678 0.24 -0.01 0.11
H -1.104672 -6.437582 3.096621 -0.16 0.09 0.56
H 0.888126 -7.257832 0.936161 -0.10 0.36 0.48
H 1.303401 -6.461483 2.511493 -0.27 -0.32 -0.30
H 1.449433 -4.167162 -0.678420 0.12 0.59 0.13
H 2.915432 -4.088489 0.266640 -0.34 0.37 -0.01
H 2.141816 -1.577785 -1.430065 0.22 -0.65 0.20
H 2.992490 -2.944163 -2.041419 -0.06 -0.16 0.31
H 3.662105 -2.008399 -0.700819 0.05 -0.13 0.20
H -2.927485 -2.751239 0.828517 0.59 -0.98 0.13
H -2.611346 -4.122749 1.924176 0.18 0.00 0.00
H -1.838822 -4.210848 -1.073527 -0.22 -0.21 0.45
H -3.393264 -4.777112 -0.380517 -0.08 -0.07 -0.34
H -1.928823 -5.581002 0.094720 0.32 -0.15 -0.14
```
Forces are in eV/Å.

These are the Mulliken partial charges, in e, on atoms 1 to 2:
1 Ce 0.68
2 Br -0.11

Molar mass readings, ordered: 471.67; 929.59; 788.63 g mol⁻¹